[1]
Formula: C19H16AuBrIN2O4
Source: OMol25
Level of theory: ωB97M-V/def2-TZVPD

* energy: -112970.019 eV
* HOMO level (spin up / spin down): -5.12 / -5.78 eV
* ⟨S²⟩: 2.0378
* relative energy (zero: lowest compared OMol25 entry of this formula, charge and spin): 0.00 kJ/mol

ORCA input file:
```
! RIJCOSX wB97M-V def2-TZVPD def2/J DEFGRID3
* xyz -1 3
Au 1.091 1.692 -2.058
C -2.527 4.156 -1.222
C -1.622 2.993 -1.521
O -0.545 3.231 -2.079
C -2.150 1.688 -1.168
C -1.607 0.440 -1.269
C -2.382 -0.744 -0.767
N -0.359 0.212 -1.760
N 0.018 -1.049 -1.820
C 1.324 -1.209 -2.107
O 2.165 -0.288 -2.245
C 1.784 -2.620 -2.243
C 3.117 -2.861 -2.565
C 3.577 -4.162 -2.699
C 2.710 -5.230 -2.512
C 1.380 -4.992 -2.190
C 0.917 -3.693 -2.055
H -2.112 5.064 -1.651
H -2.572 4.242 -0.136
H -3.532 3.974 -1.608
H -3.125 1.735 -0.701
H -3.363 -0.429 -0.418
H -1.837 -1.211 0.055
H -2.491 -1.497 -1.547
H 3.776 -2.015 -2.702
H 4.615 -4.343 -2.948
H 3.070 -6.246 -2.615
H 0.702 -5.823 -2.040
H -0.114 -3.492 -1.800
Br 2.917 3.244 -2.549
I -0.111 0.260 7.554
C -0.154 0.860 5.545
C -1.056 1.834 5.146
C -1.080 2.220 3.813
C -0.220 1.645 2.887
C 0.678 0.674 3.312
C 0.719 0.274 4.641
C -0.272 2.057 1.409
O -1.108 2.939 1.112
O 0.520 1.456 0.652
H -1.730 2.283 5.863
H -1.771 2.976 3.462
H 1.341 0.240 2.575
H 1.419 -0.484 4.967
*
```

[2]
Formula: C24H54F4N12O14P2S4
Source: OMol25
Level of theory: ωB97M-V/def2-TZVPD

* energy: -145092.629 eV
* HOMO level: -7.98 eV
* relative energy (zero: lowest compared OMol25 entry of this formula, charge and spin): 0.00 kJ/mol

ORCA input file:
```
! RIJCOSX wB97M-V def2-TZVPD def2/J DEFGRID3
* xyz 0 1
N 2.560 -1.763 -1.534
H 2.324 -1.992 -2.523
H 2.258 -0.810 -1.198
H 3.576 -1.680 -1.533
H 2.363 -2.520 -0.864
N 4.175 1.150 -1.760
H 4.650 1.962 -1.365
H 3.165 1.079 -1.418
H 4.776 0.333 -1.672
H 4.089 1.204 -2.783
N 1.671 0.728 -0.727
S 0.390 1.627 -0.979
O 0.703 3.028 -0.927
O -0.850 1.161 -0.463
F 0.402 1.387 -2.543
S 1.932 1.291 0.821
O 0.953 1.353 1.832
O 3.054 2.178 0.856
F 2.674 -0.144 1.137
N 1.944 -2.328 -4.229
S 0.407 -2.561 -4.363
O -0.186 -3.671 -3.688
O -0.082 -2.341 -5.702
F -0.099 -1.288 -3.525
S 2.538 -3.699 -4.960
O 2.403 -3.704 -6.378
O 2.352 -4.949 -4.278
F 4.078 -3.400 -4.662
C 3.818 0.745 8.996
C 2.453 0.812 9.121
C 1.700 0.973 7.976
C 2.363 1.272 6.789
C 3.750 1.227 6.647
C 4.480 0.929 7.778
N 1.580 1.472 5.562
O 2.150 1.683 4.509
O 0.364 1.524 5.670
H 4.494 0.543 9.818
H 1.998 0.575 10.073
H 0.620 0.975 7.955
H 4.178 1.425 5.676
H 5.550 0.780 7.764
C -1.149 3.014 3.235
C -1.926 3.303 4.340
C -2.385 4.573 4.599
C -2.182 5.556 3.641
C -1.533 5.231 2.445
C -0.894 3.999 2.294
N -2.749 6.887 3.857
O -3.538 7.081 4.755
O -2.175 7.773 3.238
H -0.852 1.983 3.133
H -2.000 2.536 5.101
H -2.886 4.795 5.531
H -1.334 6.043 1.759
H -0.266 3.807 1.437
O 2.488 -3.639 0.591
P 1.440 -4.486 1.228
N 0.985 -5.767 0.247
C 0.730 -5.270 -1.100
C 1.786 -6.973 0.314
N 0.037 -3.588 1.528
C -1.239 -4.202 1.833
C 0.024 -2.125 1.603
N 1.846 -5.137 2.693
C 0.958 -6.077 3.367
C 2.834 -4.541 3.571
H 0.101 -5.954 -1.672
H 1.646 -5.050 -1.655
H 0.147 -4.346 -1.067
H 1.500 -7.782 -0.353
H 1.775 -7.341 1.341
H 2.863 -6.790 0.192
H -1.438 -4.194 2.909
H -2.105 -3.675 1.411
H -1.351 -5.159 1.322
H -0.745 -1.779 2.294
H 0.999 -1.712 1.844
H -0.301 -1.782 0.613
H 0.401 -6.713 2.675
H 1.565 -6.741 3.979
H 0.156 -5.560 3.900
H 2.744 -3.454 3.704
H 3.806 -4.556 3.065
H 2.937 -4.960 4.567
O -1.191 2.635 -5.281
P -2.628 2.569 -4.936
N -3.605 3.326 -6.079
C -5.037 3.514 -5.845
C -3.063 4.280 -7.041
N -3.056 3.222 -3.471
C -2.808 2.597 -2.198
C -2.946 4.678 -3.412
N -3.171 0.986 -4.848
C -2.639 0.021 -5.848
C -4.525 0.620 -4.420
H -5.196 4.596 -5.790
H -5.358 3.092 -4.896
H -5.629 3.070 -6.648
H -2.110 3.884 -7.396
H -2.790 5.239 -6.584
H -3.718 4.432 -7.896
H -2.653 1.524 -2.268
H -1.970 3.055 -1.666
H -3.656 2.762 -1.519
H -1.913 5.027 -3.523
H -3.485 5.107 -4.258
H -3.342 5.094 -2.487
H -2.314 -0.780 -5.179
H -3.435 -0.257 -6.535
H -1.690 0.376 -6.241
H -4.745 1.077 -3.456
H -4.598 -0.453 -4.235
H -5.164 0.911 -5.256
*
```

[3]
Formula: C21H27N3OS
Source: OMol25
Level of theory: ωB97M-V/def2-TZVPD

* energy: -39568.712 eV
* SMILES string: CCc1ccc(NC(=S)N[C@@H]2C[C@H]3CC[C@@H](C2)N3Cc2ccco2)cc1
* HOMO level: -8.00 eV
* relative energy (zero: lowest compared OMol25 entry of this formula, charge and spin): 76.35 kJ/mol

ORCA input file:
```
! RIJCOSX wB97M-V def2-TZVPD def2/J DEFGRID3
* xyz 0 1
C -5.219 -3.829 -0.714
H -5.705 -4.800 -0.649
H -4.143 -3.974 -0.645
H -5.443 -3.393 -1.685
C -5.707 -2.910 0.408
C -5.040 -1.568 0.314
C -5.573 -0.565 -0.488
C -4.935 0.651 -0.623
C -3.735 0.899 0.042
C -3.215 -0.088 0.877
C -3.860 -1.306 0.997
H -3.443 -2.060 1.648
H -2.334 0.107 1.470
N -3.133 2.150 -0.113
C -1.815 2.492 -0.161
N -0.892 1.520 -0.205
H -1.195 0.557 -0.220
C 0.531 1.776 -0.213
C 1.084 1.850 1.216
H 0.700 2.745 1.707
C 2.614 1.862 1.192
N 3.029 0.596 0.605
C 4.398 0.208 0.906
C 4.666 -1.162 0.380
C 4.074 -2.362 0.644
C 4.730 -3.316 -0.172
C 5.669 -2.626 -0.870
O 5.636 -1.321 -0.546
H 6.396 -2.932 -1.596
H 4.529 -4.367 -0.226
H 3.274 -2.537 1.332
H 5.151 0.892 0.485
H 4.502 0.208 1.996
C 2.772 0.822 -0.811
C 1.258 0.696 -1.010
H 1.005 0.774 -2.068
H 0.955 -0.290 -0.650
H 3.281 0.070 -1.417
C 3.271 2.255 -1.104
H 2.672 2.733 -1.876
H 4.303 2.227 -1.453
C 3.162 2.962 0.255
H 2.499 3.824 0.229
H 4.138 3.299 0.604
H 2.993 1.956 2.212
H 0.756 0.973 1.777
H 0.661 2.751 -0.693
S -1.432 4.103 -0.222
H -3.754 2.925 -0.308
H -5.362 1.422 -1.248
H -6.501 -0.739 -1.013
H -6.789 -2.791 0.330
H -5.482 -3.369 1.373
*
```

[4]
Formula: H6NOSi2
Source: OMol25
Level of theory: ωB97M-V/def2-TZVPD

* energy: -19385.023 eV
* HOMO level (spin up / spin down): -2.67 / -1.97 eV
* relative energy (zero: lowest compared OMol25 entry of this formula, charge and spin): 584.30 kJ/mol

ORCA input file:
```
! RIJCOSX wB97M-V def2-TZVPD def2/J DEFGRID3
* xyz -1 1
N 0.448 -0.531 0.418
O 0.202 0.411 1.157
Si -2.007 2.172 -0.372
Si 1.544 -1.869 0.480
H -1.937 1.078 -1.222
H -2.946 3.181 -1.213
H -0.629 2.687 -0.538
H 0.868 -2.429 -0.736
H 2.958 -2.038 0.216
H 1.498 -2.662 1.810
*
```

[5]
Formula: C7H12
Source: OMol25
Level of theory: ωB97M-V/def2-TZVPD

* energy: -7452.074 eV
* SMILES string: CC#CCCCC
* HOMO level: -9.32 eV
* relative energy (zero: lowest compared OMol25 entry of this formula, charge and spin): 130.95 kJ/mol

ORCA input file:
```
! RIJCOSX wB97M-V def2-TZVPD def2/J DEFGRID3
* xyz 0 1
C 0.604 2.111 -2.234
C -0.183 2.014 -0.922
C -0.033 0.621 -0.323
C -0.743 0.390 1.017
C -0.507 -0.999 1.427
C -0.195 -2.153 1.589
C 0.228 -3.546 1.732
H 1.654 2.364 -2.052
H 0.590 1.147 -2.757
H 0.191 2.860 -2.916
H 0.169 2.773 -0.211
H -1.247 2.225 -1.096
H 1.032 0.387 -0.194
H -0.419 -0.115 -1.041
H -0.366 1.085 1.778
H -1.819 0.587 0.918
H 0.944 -3.798 0.941
H -0.618 -4.235 1.650
H 0.719 -3.719 2.695
*
```

[6]
Formula: C25H19Br2ClIIrN7O6
Source: OMol25
Level of theory: ωB97M-V/def2-TZVPD

* energy: -212479.858 eV
* HOMO level (spin up / spin down): -10.78 / -11.57 eV
* ⟨S²⟩: 6.0447
* relative energy (zero: lowest compared OMol25 entry of this formula, charge and spin): 142.98 kJ/mol

ORCA input file:
```
! RIJCOSX wB97M-V def2-TZVPD def2/J DEFGRID3
* xyz 1 5
Ir 8.205 1.616 16.010
Br 10.466 -2.288 12.655
C 11.160 -0.823 13.492
C 12.534 -0.533 13.309
C 13.165 0.373 14.115
Br 14.983 0.662 13.833
C 12.432 1.095 15.129
C 13.023 2.007 16.045
C 12.301 2.848 16.836
C 10.937 2.739 16.691
N 10.346 1.841 15.928
C 11.069 0.990 15.175
C 10.381 -0.008 14.393
O 9.132 -0.065 14.450
H 13.127 -1.174 12.638
H 14.036 2.018 16.290
H 12.814 3.385 17.627
H 10.275 3.310 17.304
I 8.122 5.747 16.887
C 8.035 4.942 14.980
C 7.538 5.700 13.972
C 7.462 5.229 12.719
C 8.002 3.964 12.516
C 8.578 3.299 13.482
N 8.497 3.734 14.791
H 7.186 6.686 14.206
H 6.969 5.595 11.892
H 7.995 3.466 11.550
H 9.013 2.301 13.430
O 5.259 1.608 12.481
Cl 5.622 1.874 13.837
O 4.716 1.318 14.801
O 5.672 3.284 14.138
O 6.987 1.328 14.017
C 7.506 1.753 20.936
N 6.771 2.304 19.802
C 5.633 2.981 20.026
C 4.950 3.504 19.000
C 5.431 3.251 17.643
N 6.533 2.507 17.434
C 7.267 2.193 18.510
O 8.432 1.826 18.388
N 4.835 3.842 16.629
H 6.912 1.949 21.834
H 8.450 2.305 21.241
H 7.860 0.715 20.833
H 5.355 3.211 21.014
H 4.008 3.998 19.203
H 3.900 4.221 16.764
H 4.950 3.612 15.686
N 5.657 -4.330 14.248
C 6.234 -3.768 15.054
C 7.035 -2.877 15.942
C 7.759 -3.396 16.998
C 8.419 -2.553 17.823
C 8.282 -1.207 17.555
N 7.507 -0.717 16.632
C 6.859 -1.515 15.774
H 7.937 -4.525 16.984
H 8.926 -2.830 18.737
H 8.913 -0.441 18.080
H 6.170 -1.094 15.005
*
```

[7]
Formula: C8H15NO
Source: OMol25
Level of theory: ωB97M-V/def2-TZVPD

* energy: -12073.328 eV
* SMILES string: CN1[C@@H]2CC[C@@H]1CC(O)C2
* HOMO level: -8.49 eV
* relative energy (zero: lowest compared OMol25 entry of this formula, charge and spin): 405.76 kJ/mol

ORCA input file:
```
! RIJCOSX wB97M-V def2-TZVPD def2/J DEFGRID3
* xyz 0 1
C 1.722 -1.156 -1.103
C 0.455 0.938 -0.701
C 1.396 1.279 0.555
C 1.383 -0.038 1.454
C 0.124 -0.592 0.747
C -1.227 -1.297 0.679
C -1.922 -0.261 -0.319
C -1.119 1.113 -0.600
H 2.651 -0.734 -0.689
H 1.793 -1.104 -2.196
H 1.675 -2.213 -0.819
H 0.849 1.390 -1.621
H 2.403 1.528 0.203
H 1.031 2.139 1.131
H 2.302 -0.626 1.379
H 1.208 0.203 2.506
H -0.383 0.331 1.013
H -1.778 -1.292 1.626
H -1.229 -2.305 0.259
H -2.057 -0.759 -1.288
H -3.680 0.571 -0.393
H -1.496 1.501 -1.555
H -1.414 1.836 0.173
N 0.496 -0.503 -0.694
O -3.184 0.049 0.251
*
```

[8]
Formula: C38H36CaN2O2P2
Source: OMol25
Level of theory: ωB97M-V/def2-TZVPD

* energy: -84085.275 eV
* HOMO level: -6.50 eV
* relative energy (zero: lowest compared OMol25 entry of this formula, charge and spin): 0.00 kJ/mol

ORCA input file:
```
! RIJCOSX wB97M-V def2-TZVPD def2/J DEFGRID3
* xyz 0 1
Ca -0.093 -0.557 0.028
C 0.529 -4.496 2.132
C 0.831 -3.072 1.706
O 0.187 -2.644 0.677
C 1.763 -2.362 2.435
C 2.232 -1.022 2.247
C 3.320 -0.549 3.176
N 1.745 -0.225 1.341
N 2.267 1.069 1.314
C 1.704 1.800 0.396
O 0.804 1.438 -0.462
C 2.125 3.238 0.353
C 3.027 3.758 1.278
C 3.356 5.104 1.260
C 2.785 5.951 0.318
C 1.893 5.437 -0.613
C 1.568 4.088 -0.597
H -0.232 -4.912 1.475
H 0.171 -4.527 3.162
H 1.423 -5.117 2.076
H 2.225 -2.895 3.257
H 3.766 -1.385 3.709
H 2.904 0.150 3.904
H 4.081 -0.003 2.622
H 3.454 3.089 2.013
H 4.058 5.498 1.985
H 3.040 7.003 0.306
H 1.452 6.090 -1.356
H 0.874 3.670 -1.313
C -2.633 1.936 -1.251
C -3.442 1.714 0.029
P -2.428 0.971 1.372
C -1.456 2.360 2.032
C -1.596 3.682 1.617
C -0.771 4.672 2.131
C 0.195 4.353 3.072
C 0.346 3.038 3.488
C -0.465 2.046 2.963
C -3.684 0.623 2.637
C -4.103 1.577 3.560
C -5.089 1.267 4.485
C -5.667 0.006 4.491
C -5.252 -0.952 3.576
C -4.258 -0.647 2.658
P -2.154 0.341 -2.040
C -1.144 0.864 -3.460
C -0.523 -0.141 -4.201
C 0.297 0.175 -5.272
C 0.520 1.502 -5.607
C -0.086 2.510 -4.872
C -0.918 2.194 -3.807
C -3.733 -0.206 -2.761
C -4.413 -1.257 -2.152
C -5.648 -1.668 -2.636
C -6.202 -1.037 -3.739
C -5.523 0.005 -4.359
C -4.296 0.420 -3.872
H -1.701 2.469 -1.034
H -3.221 2.534 -1.953
H -3.896 2.649 0.368
H -4.272 1.023 -0.151
H -2.343 3.956 0.882
H -0.874 5.692 1.785
H 0.850 5.122 3.458
H 1.121 2.775 4.196
H -0.313 1.015 3.266
H -3.647 2.560 3.563
H -5.405 2.012 5.203
H -6.434 -0.234 5.215
H -5.690 -1.941 3.585
H -3.916 -1.404 1.961
H -0.681 -1.182 -3.938
H 0.772 -0.617 -5.837
H 1.173 1.751 -6.433
H 0.093 3.547 -5.125
H -1.376 2.995 -3.243
H -3.971 -1.760 -1.299
H -6.171 -2.484 -2.156
H -7.161 -1.360 -4.122
H -5.953 0.491 -5.225
H -3.763 1.227 -4.362
*
```